# 1
ORCA calculation (the ωB97M-V functional and the def2-TZVPD basis) on a cluster of 12 separate species, C36H94BCl2N27O15P in total.

Summary:
- ΔE to the lowest compared entry with this formula, charge and spin: 0.0 kcal per mole
- E_tot: -5321.9501 a.u.
- Lowest unoccupied orbital energy: -0.067 Eh

The geometry in ORCA input format:
```
! wB97M-V def2-TZVPD RIJCOSX def2/J DEFGRID3
* xyz 1 1
C 3.491 0.991 4.086
C 3.760 1.461 3.014
C 4.057 1.878 1.646
C 2.903 1.576 0.681
C 2.557 0.090 0.695
C 1.396 -0.433 -0.182
C 1.103 0.508 -1.357
N 0.430 1.792 -1.063
C 1.180 2.956 -1.596
C 1.919 -1.793 -0.818
P 3.145 -1.710 -2.256
O 3.975 -0.323 -2.082
Cl 1.876 -1.212 -3.883
N 2.161 -2.886 0.075
C 3.428 -3.326 0.651
C 3.917 -2.658 1.959
C 4.633 -3.538 -0.291
C 5.705 -2.432 -0.315
C 6.676 -2.613 -1.505
C 0.915 -3.235 0.734
C 1.081 -4.315 1.844
B -0.135 -4.051 -0.172
N 0.329 -4.836 -1.296
O -1.500 -4.021 0.122
C 0.382 -1.991 1.508
N -0.662 -2.192 2.444
N 0.120 -0.721 0.656
C -1.076 -1.025 -0.199
C -1.996 0.094 -0.728
C -3.504 -0.234 -0.626
C -4.368 1.035 -0.483
C -5.155 1.138 0.828
O -5.025 2.461 1.323
C -5.532 2.612 2.639
C -0.063 0.398 1.631
C -1.422 0.659 2.232
O -2.406 0.019 2.251
Cl -1.414 2.237 3.107
H 3.121 0.595 4.998
H 4.190 2.962 1.633
H 5.000 1.467 1.289
H 3.276 1.842 -0.306
H 2.081 2.252 0.905
H 2.476 -0.198 1.744
H 3.468 -0.417 0.389
H 2.018 0.757 -1.884
H 0.497 -0.047 -2.073
H -0.404 1.804 -1.632
H 1.901 3.338 -0.892
H 1.588 2.768 -2.594
H 0.443 3.752 -1.715
H 1.083 -2.103 -1.475
H 4.873 -0.449 -2.421
H 3.284 -4.356 0.956
H 4.702 -3.307 2.351
H 3.145 -2.610 2.725
H 4.363 -1.676 1.830
H 5.170 -4.428 0.041
H 4.296 -3.817 -1.283
H 6.313 -2.576 0.576
H 5.317 -1.417 -0.246
H 6.337 -3.412 -2.161
H 6.842 -1.680 -2.046
H 7.646 -2.913 -1.118
H 1.522 -3.929 2.759
H 1.623 -5.175 1.458
H 0.109 -4.722 2.118
H 0.281 -4.330 -2.173
H 1.296 -5.129 -1.147
H -1.807 -4.860 0.483
H 1.242 -1.737 2.129
H -1.385 -2.836 2.163
H -0.363 -2.293 3.396
H -0.755 -1.588 -1.072
H -1.725 -1.728 0.308
H -1.805 1.073 -0.300
H -1.814 0.229 -1.796
H -3.692 -0.915 0.203
H -3.802 -0.767 -1.528
H -5.088 1.056 -1.300
H -3.774 1.943 -0.575
H -6.212 0.982 0.584
H -4.886 0.378 1.562
H -4.733 2.992 3.275
H -5.974 1.706 3.045
H -6.297 3.393 2.637
H 0.259 1.346 1.208
H 0.588 0.264 2.494
C 3.555 -7.158 -0.523
O 3.036 -6.097 -0.872
N 3.651 -8.224 -1.359
N 4.079 -7.351 0.714
H 4.076 -9.093 -1.090
H 3.278 -8.123 -2.284
H 4.040 -6.591 1.365
H 4.503 -8.222 0.996
C 9.151 -1.569 1.492
O 8.685 -2.585 1.000
N 8.769 -0.321 1.082
N 10.088 -1.598 2.483
H 9.138 0.528 1.466
H 8.088 -0.269 0.348
H 10.390 -2.500 2.801
H 10.484 -0.777 2.897
C 0.857 5.810 1.028
O 1.567 4.910 0.598
N -0.224 5.551 1.817
N 1.093 7.119 0.738
H -0.829 6.258 2.187
H -0.405 4.586 2.025
H 1.888 7.330 0.161
H 0.525 7.872 1.076
C 3.019 6.510 -3.660
O 3.638 7.187 -2.860
N 3.369 6.422 -4.978
N 1.918 5.782 -3.292
H 2.872 5.870 -5.650
H 4.171 6.945 -5.274
H 1.645 5.825 -2.327
H 1.386 5.217 -3.925
C 4.044 -1.003 -7.439
O 4.661 -0.258 -6.696
N 4.295 -1.076 -8.780
N 3.050 -1.822 -6.977
H 3.799 -1.680 -9.405
H 5.019 -0.485 -9.143
H 2.860 -1.773 -5.992
H 2.523 -2.447 -7.557
C -9.696 2.460 1.656
O -9.439 1.954 2.733
N -10.929 2.380 1.077
N -8.760 3.159 0.936
H -11.154 2.784 0.187
H -11.638 1.877 1.577
H -7.843 3.236 1.337
H -8.941 3.583 0.045
C -7.739 -1.064 -1.683
O -8.206 -0.013 -2.083
N -7.447 -2.105 -2.520
N -7.464 -1.278 -0.359
H -7.067 -2.979 -2.210
H -7.639 -1.975 -3.496
H -7.678 -0.528 0.272
H -7.075 -2.127 0.004
C 6.480 -10.610 2.032
O 5.571 -10.135 1.362
N 6.376 -11.829 2.627
N 7.658 -9.953 2.227
H 7.105 -12.241 3.177
H 5.519 -12.333 2.497
H 7.764 -9.055 1.794
H 8.416 -10.324 2.769
C -9.314 7.304 2.536
O -9.810 8.350 2.922
N -7.979 7.188 2.256
N -10.044 6.168 2.353
H -7.552 6.338 1.941
H -7.410 8.004 2.381
H -11.027 6.216 2.546
H -9.647 5.301 2.039
C -7.455 9.907 6.486
O -6.956 9.708 7.580
N -8.289 9.015 5.878
N -7.215 11.053 5.771
H -8.702 9.163 4.973
H -8.493 8.168 6.373
H -6.611 11.734 6.188
H -7.622 11.240 4.875
C -2.431 -1.110 -5.385
O -3.397 -0.702 -5.996
N -2.398 -2.354 -4.806
N -1.291 -0.368 -5.221
H -1.606 -2.713 -4.307
H -3.213 -2.928 -4.909
H -1.273 0.544 -5.637
H -0.491 -0.693 -4.713
*
```


# 2
ORCA calculation (the ωB97M-V functional and the def2-TZVPD basis) on a cluster of 4 separate species, C30H63I2O17P3 in total.

Summary:
- ΔE to the lowest compared entry with this formula, charge and spin: 96.3 kcal per mole
- E_tot: -4079.3491 a.u.
- SMILES: CCOCC[C@]1([C@@H](I)[C@@H](C)I)OC(=O)O[C@@H]1CC=O.CCOP(=O)(OCC)OCC.CCOP(=O)(OCC)OCC.CCOP(=O)(OCC)OCC
- Lowest unoccupied orbital energy: -0.044 Eh

The geometry in ORCA input format:
```
! wB97M-V def2-TZVPD RIJCOSX def2/J DEFGRID3
* xyz 0 1
C -3.289 -3.017 1.141
C -2.454 -1.705 1.000
O -1.128 -1.937 1.461
C -0.154 -1.103 0.842
C -0.145 0.295 1.557
C 1.001 1.250 1.110
C 0.688 2.673 0.428
I 1.343 2.631 -1.654
C -0.750 3.232 0.595
C -1.853 2.570 -0.272
I -1.326 3.396 2.700
O 1.713 0.487 0.079
C 2.890 -0.025 0.608
O 3.758 -0.474 0.004
O 2.806 0.166 1.988
C 2.233 1.477 2.037
C 2.090 2.203 3.388
C 1.351 1.435 4.496
O 1.400 0.268 4.692
H -4.052 -3.132 0.353
H -2.608 -3.889 1.163
H -3.837 -3.057 2.104
H -2.533 -1.320 -0.034
H -2.911 -0.971 1.703
H 0.803 -1.623 1.020
H -0.345 -0.956 -0.238
H 0.038 0.068 2.628
H -1.160 0.715 1.512
H 1.366 3.404 0.908
H -0.702 4.287 0.271
H -1.497 2.162 -1.232
H -2.581 3.367 -0.526
H -2.431 1.780 0.238
H 2.979 2.086 1.474
H 3.126 2.393 3.751
H 1.671 3.206 3.194
H 0.750 2.054 5.217
O -2.818 -5.499 -2.415
P -2.367 -6.930 -2.606
O -1.932 -7.223 -1.047
C -2.961 -7.476 -0.100
C -3.416 -8.925 -0.156
O -0.869 -6.532 -3.195
C -0.731 -5.358 -4.001
C -0.125 -4.236 -3.189
O -1.933 -8.509 -2.977
C -2.092 -8.943 -4.345
C -0.774 -8.868 -5.092
H -3.801 -6.794 -0.264
H -2.550 -7.264 0.888
H -3.914 -9.141 -1.105
H -4.116 -9.141 0.654
H -2.563 -9.599 -0.078
H -1.688 -5.065 -4.434
H -0.064 -5.603 -4.833
H -0.719 -4.022 -2.299
H -0.048 -3.324 -3.784
H 0.873 -4.514 -2.843
H -2.864 -8.356 -4.849
H -2.433 -9.978 -4.309
H -0.546 -7.843 -5.384
H -0.813 -9.467 -6.004
H 0.050 -9.216 -4.468
O 2.471 7.149 7.299
P 1.951 6.389 8.487
O 1.507 4.971 7.793
C 2.527 4.068 7.372
C 3.048 3.247 8.538
O 0.467 7.103 8.600
C 0.280 8.458 8.188
C -0.397 8.508 6.834
O 1.712 5.747 10.007
C 1.989 6.598 11.142
C 0.711 7.216 11.677
H 3.341 4.614 6.883
H 2.080 3.407 6.630
H 3.579 3.880 9.253
H 3.736 2.474 8.189
H 2.225 2.775 9.074
H 1.225 9.003 8.180
H -0.362 8.939 8.931
H 0.174 7.962 6.083
H -0.519 9.540 6.499
H -1.382 8.040 6.886
H 2.719 7.368 10.878
H 2.437 5.964 11.907
H 0.391 8.052 11.056
H 0.863 7.598 12.688
H -0.102 6.489 11.685
O 0.061 -1.469 -6.566
P 0.595 -0.361 -7.430
O -0.057 0.932 -6.659
C 0.513 1.278 -5.399
C 1.772 2.109 -5.556
O -0.480 -0.480 -8.678
C -1.049 -1.742 -9.026
C -2.468 -1.842 -8.505
O 1.532 0.637 -8.383
C 2.415 0.010 -9.338
C 1.794 -0.002 -10.721
H 0.713 0.369 -4.822
H -0.235 1.858 -4.857
H 2.575 1.529 -6.016
H 2.118 2.457 -4.581
H 1.587 2.970 -6.200
H -0.434 -2.567 -8.663
H -1.059 -1.805 -10.118
H -2.507 -1.697 -7.426
H -2.901 -2.815 -8.744
H -3.091 -1.065 -8.953
H 2.679 -1.000 -9.014
H 3.331 0.602 -9.354
H 1.047 -0.792 -10.808
H 2.553 -0.185 -11.483
H 1.291 0.942 -10.933
*
```


# 3
ORCA calculation (the ωB97M-V functional and the def2-TZVPD basis) on a cluster of 5 separate species, C10H21BCl8F5N4O in total.

Summary:
- E_tot: -4893.3022 a.u.
- Lowest unoccupied orbital energy: -0.167 Eh

The geometry in ORCA input format:
```
! wB97M-V def2-TZVPD RIJCOSX def2/J DEFGRID3
* xyz 1 1
N 0.123 -2.784 3.114
B 0.186 -3.206 1.657
O 1.094 -4.349 1.328
N -0.540 -2.560 0.492
C -0.397 -1.054 0.469
N -1.235 -0.309 1.308
N 0.533 -0.249 -0.415
C 1.960 -0.749 -0.378
C 2.932 0.608 -0.453
C 3.052 1.185 1.111
C 2.571 2.752 1.240
F 2.961 3.597 0.075
F 1.061 2.762 1.293
C 3.080 3.440 2.669
F 3.643 2.411 3.611
F 1.907 4.028 3.361
F 4.102 4.456 2.318
H 0.542 -1.813 3.222
H 0.809 -3.397 3.641
H 1.856 -3.912 0.823
H -0.315 -3.007 -0.424
H -1.667 -0.691 2.181
H -1.477 0.663 0.960
H 0.204 -0.359 -1.401
H 2.268 -1.304 0.606
H 2.154 -1.348 -1.365
H 4.026 0.324 -0.768
H 2.479 1.413 -1.175
H 2.321 0.553 1.809
H 4.151 1.025 1.495
C -2.042 -4.863 -2.430
Cl -0.410 -4.190 -2.529
Cl -2.645 -4.827 -0.769
H -2.708 -4.272 -3.064
H -2.021 -5.898 -2.780
C 0.376 6.320 0.998
Cl -0.478 5.598 -0.371
Cl 0.798 8.005 0.667
H -0.267 6.281 1.880
H 1.292 5.754 1.184
C -4.359 1.782 1.288
Cl -4.634 0.264 0.426
Cl -2.849 2.543 0.771
H -5.188 2.463 1.083
H -4.305 1.578 2.360
C -3.085 -2.865 -6.313
Cl -2.094 -4.247 -6.794
Cl -2.768 -2.407 -4.635
H -2.854 -2.017 -6.963
H -4.140 -3.130 -6.416
*
```


# 4
ORCA calculation (the ωB97M-V functional and the def2-TZVPD basis) on a cluster of 2 separate species, C4H12O in total.

Summary:
- ΔE to the lowest compared entry with this formula, charge and spin: 27.6 kcal per mole
- E_tot: -234.7886 a.u.
- SMILES: CC(C)C.O
- Lowest unoccupied orbital energy: 0.033 Eh

The geometry in ORCA input format:
```
! wB97M-V def2-TZVPD RIJCOSX def2/J DEFGRID3
* xyz 0 1
C -1.038 -0.806 -0.669
C -0.369 -1.844 0.266
C 1.154 -2.230 -0.015
C -0.426 -1.295 1.869
H -2.155 -0.906 -0.582
H -0.804 0.299 -0.454
H -0.748 -0.990 -1.674
H -0.980 -2.737 0.238
H 1.302 -2.713 -1.018
H 1.444 -3.045 0.647
H 1.846 -1.508 0.121
H -1.305 -1.420 2.296
H 0.384 -1.820 2.352
H -0.170 -0.304 2.035
H 0.382 5.229 -0.435
H -0.147 5.363 -1.815
O 0.629 5.200 -1.302
*
```


# 5
ORCA calculation (the ωB97M-V functional and the def2-TZVPD basis) on the molecule C21H23N5O3.

Summary:
- ΔE to the lowest compared entry with this formula, charge and spin: 43.8 kcal per mole
- E_tot: -1313.5702 a.u.
- SMILES: CC(=O)/N=c1/c(C#N)cc2c(=O)n3cccc(C)c3nc2n1CCCOC(C)C
- Lowest unoccupied orbital energy: -0.032 Eh

The geometry in ORCA input format:
```
! wB97M-V def2-TZVPD RIJCOSX def2/J DEFGRID3
* xyz 0 1
C 2.785 4.304 1.534
C 1.413 3.680 1.665
O 0.410 4.158 1.169
N 1.399 2.642 2.521
C 0.884 1.486 2.649
N 0.570 0.641 1.588
C 0.059 -0.603 1.785
N -0.227 -1.316 0.693
C -0.758 -2.509 0.814
N -1.038 -3.080 2.034
C -1.620 -4.307 2.124
C -1.946 -5.011 1.012
C -1.666 -4.465 -0.258
C -1.075 -3.238 -0.373
C -0.724 -2.624 -1.685
H 0.340 -2.758 -1.873
H -1.280 -3.096 -2.490
H -0.910 -1.553 -1.673
H -1.920 -5.027 -1.144
H -2.410 -5.978 1.102
H -1.788 -4.649 3.134
C -0.720 -2.404 3.265
O -0.953 -2.955 4.319
C -0.148 -1.103 3.082
C 0.207 -0.305 4.191
C 0.718 0.941 3.984
C 1.089 1.762 5.071
N 1.392 2.400 5.974
H 0.059 -0.700 5.184
C 0.719 1.090 0.216
H 1.008 0.228 -0.388
C -0.590 1.661 -0.328
C -0.466 1.980 -1.813
O -0.243 0.780 -2.522
C 0.183 0.944 -3.864
C -0.946 1.424 -4.779
H -0.598 1.451 -5.808
H -1.791 0.742 -4.709
H -1.277 2.421 -4.501
C 0.717 -0.409 -4.326
H -0.088 -1.137 -4.338
H 1.137 -0.324 -5.325
H 1.490 -0.754 -3.645
H 1.001 1.686 -3.888
H 0.371 2.675 -1.977
H -1.388 2.468 -2.155
H -0.841 2.578 0.207
H -1.382 0.925 -0.189
H 1.505 1.847 0.178
H 3.549 3.540 1.416
H 2.995 4.858 2.447
H 2.796 4.990 0.692
*
```


# 6
ORCA calculation (the ωB97M-V functional and the def2-TZVPD basis) on a structure of composition C27H45Br6F2N2O6.

Summary:
- E_tot: -17259.9952 a.u.
- Lowest unoccupied orbital energy: -0.117 Eh

The geometry in ORCA input format:
```
! wB97M-V def2-TZVPD RIJCOSX def2/J DEFGRID3
* xyz 1 1
C 8.650 -3.292 3.382
C 7.525 -2.446 2.718
C 7.506 -2.705 1.174
O 6.994 -4.034 0.864
C 7.039 -4.433 -0.575
N 6.128 -2.807 3.308
H 5.906 -2.504 4.245
H 5.367 -2.583 2.684
H 5.998 -3.808 3.361
H 8.787 -2.987 4.420
H 9.654 -3.126 2.994
H 8.522 -4.370 3.286
H 7.653 -1.371 2.840
H 8.513 -2.642 0.761
H 6.989 -1.938 0.597
H 6.768 -5.471 -0.770
H 8.066 -4.243 -0.887
H 6.487 -3.788 -1.259
C -3.488 -2.477 8.391
C -2.789 -3.819 8.717
C -3.598 -4.840 9.475
O -4.692 -5.319 8.707
C -5.555 -6.016 9.508
N -2.272 -4.484 7.453
H -2.981 -5.102 7.084
H -2.029 -3.848 6.708
H -1.443 -5.059 7.514
H -4.228 -2.633 7.606
H -2.795 -1.751 7.967
H -4.038 -2.113 9.259
H -1.835 -3.518 9.150
H -3.851 -4.413 10.446
H -3.017 -5.733 9.707
H -5.977 -5.377 10.284
H -5.088 -6.843 10.042
H -6.457 -6.293 8.961
C -0.215 -1.288 -0.114
O 0.010 -1.459 1.223
H -0.557 -2.231 -0.539
H -1.037 -0.596 -0.300
H 0.673 -0.888 -0.605
C -2.744 1.912 -6.359
C -3.881 1.534 -7.288
C -5.123 0.972 -6.657
O -6.194 1.768 -7.103
C -5.718 2.822 -7.747
O -6.399 3.734 -8.140
O -4.352 2.733 -7.848
H -2.180 2.734 -6.800
H -2.080 1.119 -6.014
H -3.073 2.315 -5.401
H -3.583 0.875 -8.104
H -5.031 1.046 -5.574
H -5.207 -0.050 -7.025
F -8.891 7.556 -1.882
C -8.270 6.785 -0.983
C -8.732 6.799 0.354
C -8.079 6.014 1.332
C -7.043 5.199 0.916
C -6.514 5.208 -0.378
C -7.185 6.028 -1.322
H -9.634 7.332 0.615
H -8.409 6.058 2.359
H -6.558 4.495 1.577
H -5.689 4.567 -0.652
H -6.848 6.132 -2.342
F 7.074 4.333 -3.916
C 7.036 4.422 -5.225
C 6.062 3.625 -5.900
C 5.900 3.851 -7.256
C 6.856 4.640 -7.947
C 7.944 5.243 -7.321
C 8.006 5.104 -5.938
H 5.373 2.949 -5.417
H 5.040 3.575 -7.848
H 6.709 4.644 -9.017
H 8.770 5.789 -7.751
H 8.770 5.616 -5.372
C -1.087 -5.939 -6.461
Br -0.695 -7.811 -5.987
Br -2.623 -5.943 -7.731
Br 0.328 -4.893 -7.315
H -1.217 -5.472 -5.484
C 0.731 4.970 2.468
Br -0.233 5.849 3.945
Br 2.593 4.625 3.036
Br 0.591 5.762 0.733
H 0.199 4.022 2.390
*
```


The lowest E_tot belongs to which entry? C27H45Br6F2N2O6